(1)
DFT (ωB97M-V/def2-TZVPD) results for one molecule with the formula C14H8ClNO5S2.

- energy relative to the best compared isomer or geometry (same formula, charge and spin) (kcal/mol) = 0.0
- gap between HOMO and LUMO (eV) = 8.6891
- HOMO (eV) = -8.56
- LUMO (eV) = 0.1
- SMILES = O=C1Oc2ccc(Cl)cc2[C@H]2c3sc(=O)[nH]c3S[C@H](C(=O)O)[C@@H]12
- total energy (eV) = -60567.3481
- max |F| (Eh/bohr) = 0.08328

Geometry (Å):
1 O 2.6329 -1.7761 -1.2419
2 C 1.9215 -1.5718 -0.2425
3 O 2.3101 -1.5808 1.0748
4 C 1.3563 -1.7420 2.0847
5 C 1.5777 -2.3030 3.3224
6 C 0.6458 -2.5650 4.3238
7 C -0.6662 -2.1523 4.0475
8 Cl -2.1485 -2.6253 4.8803
9 C -0.9281 -1.3776 2.9145
10 C 0.0858 -1.1477 1.9170
11 C -0.1830 -0.4081 0.6665
12 C 0.4936 0.9566 0.6357
13 S 1.2854 1.7169 2.0473
14 C 1.8312 3.0824 1.0622
15 O 2.5515 4.0240 1.4427
16 N 1.4151 2.9169 -0.2457
17 C 0.7301 1.7779 -0.4206
18 S 0.2292 1.2222 -2.0308
19 C -0.0167 -0.6776 -1.8860
20 C -1.5029 -0.7976 -2.2635
21 O -2.0633 -1.6643 -1.6275
22 O -2.1249 0.2172 -2.9315
23 C 0.4100 -1.2990 -0.4427
24 H 2.6148 -2.4405 3.5064
25 H 0.7714 -3.0527 5.2726
26 H -1.9030 -1.0252 2.8086
27 H -1.2906 -0.3102 0.5796
28 H 2.0154 3.3776 -0.9135
29 H 0.5420 -1.2073 -2.6279
30 H -1.3801 0.7276 -3.2951
31 H -0.0176 -2.2978 -0.3735

Atoms 1-2, force components in eV/Å:
O -1.350 0.582 4.022
C -0.082 0.316 -3.120

***

(2)
DFT (ωB97M-V/def2-TZVPD) results for a 2-piece molecular cluster, C4H9N overall.

- energy relative to the best compared isomer or geometry (same formula, charge and spin) (kcal/mol) = 87.4
- gap between HOMO and LUMO (eV) = 9.4891
- HOMO (eV) = -8.33
- LUMO (eV) = 1.2
- SMILES = CN1C=C1.C
- total energy (eV) = -5780.0217
- max |F| (Eh/bohr) = 0.00472

Geometry (Å):
1 C 2.1347 0.0381 -0.4421
2 N 0.7683 -0.3103 -0.0413
3 C 0.2228 0.5230 1.0672
4 C 0.6021 -0.6515 1.3950
5 H 2.7328 0.4916 0.3640
6 H 2.6394 -0.8676 -0.7957
7 H 2.0769 0.7419 -1.2802
8 H -0.2884 1.4650 1.1799
9 H 0.6611 -1.5261 2.0212
10 C -2.3157 0.0167 -0.6883
11 H -3.1299 0.1173 0.0337
12 H -1.8496 0.9921 -0.8582
13 H -2.7024 -0.3627 -1.6361
14 H -1.5522 -0.6674 -0.3192

Atoms 1-2, force components in eV/Å:
C 0.123 0.007 -0.096
N 0.128 -0.003 -0.088

***

(3)
DFT (ωB97M-V/def2-TZVPD) results for an isolated ion of composition C3H5O2S and charge -1.

- energy relative to the best compared isomer or geometry (same formula, charge and spin) (kcal/mol) = 21.1
- gap between HOMO and LUMO (eV) = 7.2343
- HOMO (eV) = -4.01
- net charge = -1
- LUMO (eV) = 3.2
- SMILES = O=C([O-])CCS
- total energy (eV) = -18123.1122
- max |F| (Eh/bohr) = 0.06122

Geometry (Å):
1 O 0.9587 -1.6071 1.8171
2 C 0.1455 -1.4727 0.8575
3 O -0.4082 -2.3847 0.1595
4 C 0.1478 0.0107 0.4636
5 C -0.1565 0.2666 -1.0113
6 S -0.6444 2.1368 -1.1685
7 H -0.4375 0.4013 1.3239
8 H 1.0961 0.4486 0.5041
9 H 0.6424 0.2106 -1.7646
10 H -0.9219 -0.4387 -1.3481
11 H -0.4220 2.4287 0.1668

Atoms 1-2, force components in eV/Å:
O -1.066 -0.627 0.122
C 2.568 -1.715 -0.611